No. 1
Molecular formula: C23H16Cl5N5O8W
Method: DFT, the ωB97M-V functional and the def2-TZVPD basis

XYZ file:
```
58
Properties=species:S:1:pos:R:3:forces:R:3
W -1.095 -0.427 0.104 0.2979 0.0004 0.1035
Cl 0.882 4.285 -2.939 -0.0059 -0.0181 0.0262
Cl 1.347 1.775 -1.221 0.0073 0.0492 -0.0424
Cl -1.907 4.844 -4.192 -0.0169 0.0042 -0.0018
Cl -3.827 0.334 -2.023 -0.0560 -0.0149 0.0357
Cl -4.229 2.833 -3.743 -0.0025 0.0046 0.0001
O -3.175 -2.763 2.716 -0.0362 -0.0517 0.0499
O -2.649 0.758 0.685 -0.1173 -0.0987 -0.1023
O 5.169 -1.272 1.441 -0.0456 -0.0277 -0.0362
O -3.342 2.887 0.731 0.1488 -0.0753 0.0361
O 1.457 -0.391 3.042 0.0041 0.0885 0.0813
O -1.741 -1.317 1.807 0.0190 -0.0288 -0.0962
O 3.140 0.906 2.305 0.0699 -0.0184 0.0462
O -2.802 -3.410 -2.324 -0.0262 -0.0084 -0.0023
N 0.666 -1.777 0.685 0.0644 0.0152 -0.0563
N -0.230 1.406 1.466 -0.0024 0.0735 0.0024
N -2.130 -2.054 -0.598 -0.0576 0.0549 0.0897
N 4.666 -1.079 -0.757 0.0192 -0.0013 -0.0255
N -0.083 -1.155 -1.845 -0.1235 0.0409 0.0715
C 0.545 -2.842 1.482 0.0417 0.0489 -0.0265
C 3.044 -2.036 0.772 -0.0148 0.0144 0.0276
C -2.693 -2.244 1.743 0.0427 0.0847 -0.0083
C 1.341 3.014 2.299 -0.0612 0.0525 -0.0173
C -3.082 -2.638 0.326 -0.0768 0.0818 0.0510
C -1.672 3.457 -3.208 0.0725 0.0095 0.0230
C -2.489 2.038 0.851 -0.2445 -0.0372 -0.0164
C 4.398 -1.451 0.514 0.0040 0.1418 0.0987
C 1.846 0.614 2.518 0.0330 -0.2234 -0.3143
C -2.711 2.556 -2.991 -0.0751 -0.0527 -0.0002
C -2.115 -2.514 -1.863 0.0267 0.0228 -0.0343
C -1.293 1.182 -1.520 0.0153 0.1251 -0.0177
C -0.275 2.079 -1.833 -0.0292 0.0098 -0.0823
C 2.910 -3.116 1.638 0.0397 -0.0259 -0.0170
C -2.509 1.442 -2.175 0.1210 0.0524 -0.0178
C 0.463 4.055 2.028 0.0387 -0.0049 0.0168
C -0.429 3.209 -2.640 0.0505 -0.0682 0.0449
C -1.117 -1.758 -2.720 0.0135 -0.0125 -0.0498
C -1.093 2.414 1.296 0.0456 -0.0167 -0.0340
C 1.904 -1.405 0.319 -0.0119 -0.0818 0.0254
C 0.955 1.715 2.025 -0.0936 0.0032 0.1235
C -0.791 3.744 1.550 -0.0031 -0.0481 0.0141
C 1.641 -3.543 1.963 -0.0414 -0.0060 -0.0019
H 4.091 -1.367 -1.527 -0.0027 -0.0096 0.0019
H -1.558 4.482 1.363 -0.0051 -0.0042 0.0009
H -1.646 -0.958 -3.238 -0.0047 -0.0079 -0.0109
H 3.793 -3.593 2.042 -0.0025 0.0034 0.0043
H 1.973 -0.527 -0.311 0.0149 0.0105 0.0117
H 3.697 0.179 2.639 -0.0426 0.0168 -0.0273
H -0.453 -3.118 1.771 -0.0423 -0.0220 0.0315
H -0.682 -2.428 -3.460 0.0053 0.0011 -0.0059
H 1.479 -4.390 2.613 -0.0038 0.0053 0.0027
H 0.618 -1.862 -1.658 0.0013 -0.0280 0.0427
H -4.097 -2.274 0.134 -0.0061 -0.0035 0.0116
H 2.314 3.193 2.730 0.0027 0.0061 -0.0032
H 0.377 -0.388 -2.324 0.0438 -0.0083 -0.0210
H 5.563 -0.663 -0.949 -0.0009 -0.0047 -0.0024
H -3.114 -3.725 0.241 0.0092 -0.0080 -0.0039
H 0.749 5.081 2.221 -0.0001 -0.0046 0.0004
```
Positions in Å, forces in eV/Å.

Energy above the lowest of the compared OMol25 structures with the same formula, charge and spin   0.146 eV
Multiplicity   3
Kohn-Sham gap (alpha / beta)   6.85 / 8.20 eV
E_tot   -4129.9981 Ha
Molar mass   851.513 g mol⁻¹


No. 2
Molecular formula: C23H17AsN10O2S6SeSn
Method: DFT, the ωB97M-V functional and the def2-TZVPD basis

XYZ file:
```
61
Properties=species:S:1:pos:R:3:forces:R:3
Sn 0.601 -0.149 0.265 1.2794 -0.6802 -0.1728
Se -4.570 -0.481 1.066 -0.1951 -0.1800 -0.2743
As 3.314 -1.710 2.219 0.4694 -0.4467 0.3482
S 2.094 0.163 2.388 -0.4542 0.2625 -0.1112
S -1.459 -4.717 1.876 0.0965 0.1567 -0.0096
S 5.381 -1.221 2.375 0.0009 0.1188 -0.0322
S -0.212 -3.138 -4.198 0.0597 0.2172 0.1140
S 2.718 -3.048 3.791 -0.2273 0.0716 0.0254
S 2.737 -2.434 0.274 -0.4702 0.2043 -0.3554
O -0.588 4.038 0.077 -0.1069 -0.1599 -0.0778
O 2.174 4.116 -1.067 0.0379 -0.0231 0.1361
N 2.986 0.829 -1.490 -0.0542 -0.1209 -0.0519
N -0.531 -2.632 0.716 -0.2147 0.1544 -0.2678
N -1.107 0.793 2.033 -0.4971 0.1669 0.2409
N -2.820 -0.379 0.932 0.1232 0.1048 0.0371
N -4.719 0.687 2.388 0.0477 0.0566 0.1052
N 0.781 2.301 -0.659 -0.2248 0.3513 0.0446
N -0.556 -2.430 3.054 -0.3508 0.1769 -0.0200
N -1.358 1.251 -1.984 -0.0053 0.0038 0.0273
N 0.055 -1.984 -1.931 0.0582 0.0819 0.2105
N 0.939 -0.691 -3.667 -0.1986 -0.1291 0.1716
C 3.139 1.973 -0.819 -0.0230 -0.0739 -0.0938
C -1.380 -4.700 0.151 -0.1430 -0.0617 0.0005
C -2.811 2.972 -1.194 -0.0829 -0.0085 0.1037
C -0.577 -3.175 -1.683 -0.0262 -0.0238 -0.1237
C -3.651 1.284 -2.658 -0.0601 0.0047 0.0731
C 1.973 2.929 -0.820 -0.3423 0.0485 -0.1096
C -0.765 -3.106 1.894 -0.0557 -0.3314 -0.0098
C -0.378 2.999 -0.542 0.4185 0.0704 0.0806
C -2.430 0.480 1.850 -0.1601 0.1421 0.1459
C -0.829 1.644 2.974 0.4095 -0.2329 -0.4341
C -3.117 2.001 3.665 0.1842 0.2095 0.1887
C 5.200 0.203 -0.832 0.0237 0.0418 -0.0802
C -1.564 2.351 -1.261 -0.0300 -0.0619 -0.1286
C -3.488 1.072 2.656 0.0915 -0.2032 -0.2312
C -3.868 2.432 -1.904 0.0500 -0.0818 0.0086
C -1.800 2.270 3.812 -0.3484 0.1937 0.2553
C 0.336 -1.810 -3.174 -0.0773 -0.2012 -0.2789
C 5.345 1.392 -0.137 -0.0255 -0.0168 -0.0393
C -2.381 0.729 -2.656 0.1061 0.0254 0.0696
C -0.868 -3.522 -0.283 0.0419 -0.1075 0.1765
C 4.012 -0.027 -1.501 0.0182 0.1282 0.0164
C 4.308 2.306 -0.154 0.0550 0.0719 0.0916
C -0.824 -3.932 -2.784 -0.0535 -0.0143 -0.0630
H 0.230 1.854 3.098 -0.0527 0.0476 0.0939
H -1.695 -5.557 -0.423 0.0861 0.0680 -0.0096
H 6.244 1.583 0.434 -0.0185 -0.0187 0.0314
H -1.310 -4.891 -2.866 0.0752 0.0297 0.0773
H 4.361 3.246 0.379 -0.0077 -0.0191 -0.0412
H -2.912 3.861 -0.585 0.0329 -0.0092 -0.0246
H -3.873 2.467 4.282 -0.0336 -0.0354 -0.0132
H -4.452 0.822 -3.223 0.0204 0.0060 -0.0159
H -1.466 2.965 4.571 0.0838 -0.0087 -0.0499
H 1.407 -0.754 -4.551 0.0940 -0.0108 0.0097
H 1.363 -0.091 -2.960 0.0923 0.1098 -0.0224
H -2.165 -0.174 -3.223 -0.0141 0.0450 0.0442
H 0.070 -1.636 2.924 0.2274 -0.0184 0.0919
H -4.850 2.890 -1.872 0.0122 0.0139 0.0072
H -0.219 -3.004 3.811 0.2822 -0.0218 0.0547
H 5.964 -0.559 -0.806 -0.0110 -0.0342 0.0377
H 3.858 -0.950 -2.042 -0.0131 -0.0486 0.0228
```
Positions in Å, forces in eV/Å.

Energy above the lowest of the compared OMol25 structures with the same formula, charge and spin   1.106 eV
Multiplicity   1
Kohn-Sham gap   3.69 eV
E_tot   -8825.5551 Ha
Molar mass   930.452 g mol⁻¹
Charge   -2


No. 3
Molecular formula: C23H17Cl2I2N5O3RuS
Method: DFT, the ωB97M-V functional and the def2-TZVPD basis

XYZ file:
```
54
Properties=species:S:1:pos:R:3:forces:R:3
I -3.850 4.776 -4.664 -0.0021 0.0007 -0.0007
I 1.543 4.725 -2.077 -0.0007 -0.0060 -0.0029
Ru -0.282 0.144 -0.412 -0.7877 -0.4435 0.2319
Cl -1.463 -2.513 3.339 0.0091 -0.0073 -0.0140
Cl 1.282 -6.703 1.369 -0.0027 0.0055 -0.0021
S 1.792 -0.046 0.904 -0.0995 0.0460 -0.2131
O -0.188 -1.488 -1.857 0.5088 0.5662 0.0571
O -1.070 -1.389 0.683 -0.0664 0.0191 -0.1229
O 0.409 1.859 -1.169 0.0879 -0.2486 -0.2127
N -1.884 0.655 -1.612 -0.0975 -0.0221 0.1221
N 2.251 -0.108 -1.686 0.2146 0.0054 -0.2584
N -1.171 1.211 1.016 0.3311 0.1407 0.1940
N 3.746 1.173 -0.450 0.0106 0.0344 -0.0142
N -2.566 1.857 2.930 0.0374 0.0116 0.0413
C 3.918 1.210 -2.784 0.0005 0.0294 0.0431
C -0.519 -2.550 0.802 0.0243 0.0457 0.0223
C -0.474 2.517 -1.890 -0.0549 -0.0049 0.0210
C 0.170 -2.634 -1.555 -0.0803 -0.1394 0.0709
C 0.601 -5.130 1.124 0.0033 -0.0011 0.0009
C -0.629 -3.267 2.022 -0.0176 0.0127 0.0090
C -2.719 2.487 -2.961 0.0129 -0.0143 0.0120
C -4.015 0.481 -2.629 -0.0033 -0.0305 0.0051
C -0.267 3.767 -2.429 0.0060 -0.0024 0.0091
C -1.726 1.894 -2.163 0.0293 -0.0334 -0.0353
C -1.255 4.391 -3.216 0.0003 0.0054 -0.0039
C 2.666 0.351 -0.496 -0.0650 -0.0491 0.0679
C -1.828 1.491 1.920 -0.1082 0.0183 -0.0879
C -3.892 1.727 -3.178 -0.0014 0.0172 -0.0130
C -2.451 3.781 -3.483 0.0015 0.0080 -0.0054
C -2.267 1.310 4.258 -0.0033 0.0051 -0.0056
C 4.365 1.620 -1.566 -0.0071 -0.0403 -0.0324
C -0.076 -4.508 2.185 0.0009 -0.0059 0.0004
C 0.165 -3.210 -0.250 0.0118 0.0404 -0.0027
C 2.831 0.317 -2.782 0.1472 0.0376 0.1005
C 0.705 -4.502 -0.082 0.0063 -0.0040 0.0055
C -2.976 -0.035 -1.837 -0.0295 0.0373 0.0255
C -3.911 2.380 2.678 -0.0046 -0.0226 0.0028
H 4.376 1.556 -3.696 0.0022 0.0047 0.0011
H 1.203 -4.987 -0.912 -0.0020 -0.0006 0.0003
H -4.649 1.576 2.679 -0.0034 -0.0001 0.0074
H -2.581 2.038 5.004 0.0143 -0.0005 -0.0014
H -4.153 3.095 3.461 0.0025 0.0033 -0.0071
H -0.163 -5.015 3.136 0.0018 0.0001 -0.0007
H 2.428 -0.063 -3.715 0.0214 -0.0049 -0.0061
H -2.794 0.369 4.418 -0.0120 0.0061 0.0076
H -3.927 2.890 1.718 -0.0025 -0.0062 -0.0058
H -3.035 -1.012 -1.374 -0.0023 0.0058 0.0079
H -1.197 1.145 4.350 0.0009 -0.0129 -0.0035
H -4.685 2.139 -3.787 -0.0004 0.0007 0.0021
H -1.053 5.374 -3.618 0.0003 -0.0005 0.0009
H 4.026 1.518 0.458 -0.0001 0.0012 0.0002
H 5.192 2.299 -1.419 0.0040 -0.0073 0.0004
H 0.470 -3.294 -2.379 -0.0374 -0.0015 -0.0172
H -4.901 -0.116 -2.793 0.0012 0.0015 -0.0014
```
Positions in Å, forces in eV/Å.

Energy above the lowest of the compared OMol25 structures with the same formula, charge and spin   0.000 eV
Multiplicity   2
Kohn-Sham gap (alpha / beta)   6.94 / 6.56 eV
E_tot   -3394.8531 Ha
Molar mass   869.272 g mol⁻¹
Charge   +1


No. 4
Molecular formula: C23H17Cl5LaN6O6S2
Method: DFT, the ωB97M-V functional and the def2-TZVPD basis

XYZ file:
```
60
Properties=species:S:1:pos:R:3:forces:R:3
La -0.067 0.047 0.134 -1.3527 -1.3119 -0.8260
Cl -3.291 -2.778 -4.090 0.1718 0.0512 -0.0284
Cl -2.748 -1.487 -1.247 -0.0350 -0.1869 -0.2383
Cl 2.355 -0.631 -2.514 -0.0305 -0.1534 -0.1641
Cl 1.883 -1.732 -5.432 -0.1963 -0.0501 0.0505
Cl -0.960 -2.855 -6.207 0.0211 0.0475 0.1105
S 1.553 2.447 -0.094 0.3616 0.8509 -0.1701
S -0.313 -2.433 1.493 0.1475 -0.7523 0.1246
O 5.423 -5.977 2.700 -0.0923 0.0144 0.0551
O -0.082 0.705 2.225 0.7133 1.0839 2.7032
O 1.465 2.300 -1.542 0.0793 -0.0519 -0.1148
O 6.152 -4.523 1.218 0.1098 0.1364 -0.1045
O 0.265 2.841 0.478 -0.0233 0.1089 0.0555
O 0.857 2.237 3.607 -0.0981 -0.1875 -0.0528
N 2.073 1.094 0.494 0.9956 0.6338 0.9689
N -1.734 1.665 -1.041 -0.8236 0.6384 -0.0947
N -2.504 1.411 0.008 0.0445 0.3638 0.1224
N -1.870 2.931 -1.277 0.2129 0.1607 -0.3043
N -2.689 3.564 -0.478 0.1185 -0.3240 0.0268
N -1.158 3.556 -2.296 -0.6795 -0.1506 0.2042
C 2.421 -2.593 0.982 -0.0404 -0.1458 0.1504
C -3.062 2.576 0.340 -0.0203 -0.0541 -0.1599
C 3.856 -4.335 1.831 0.1843 -0.1840 0.0741
C 3.228 5.646 1.643 -0.0063 0.0215 0.0421
C -1.458 -1.602 -2.451 -0.0938 -0.1085 0.0169
C 2.645 3.760 0.300 0.2582 0.1288 -0.0387
C 0.765 -1.208 -3.007 0.2016 0.0765 0.0240
C 1.287 -3.125 1.626 0.1201 -0.0051 -0.0150
C 0.903 1.412 2.710 -0.2953 -0.1151 0.0596
C 3.665 -3.187 1.075 -0.0935 0.2794 -0.1159
C -0.682 -2.198 -4.631 -0.0312 -0.0332 -0.0613
C 4.681 4.935 -0.130 0.0710 0.0491 0.0044
C 5.349 6.950 1.228 -0.0433 -0.0740 -0.0198
C 2.243 1.142 1.989 -0.2764 0.2278 -0.3432
C 1.500 -4.283 2.399 0.0059 0.0046 -0.0203
C 2.750 -4.868 2.493 -0.2167 -0.0459 0.1127
C -1.719 -2.159 -3.697 -0.1905 -0.0169 -0.0682
C 4.396 5.823 0.911 0.0487 0.0480 0.0081
C -0.232 -1.124 -2.066 -0.0093 -0.8263 -1.3466
C 5.225 -4.917 1.870 -0.1746 -0.1070 0.0499
C 0.580 -1.707 -4.288 0.1325 -0.0776 -0.1792
C 2.341 4.616 1.349 0.1237 -0.0717 -0.0584
C 3.818 3.901 -0.438 -0.0498 0.0190 0.0486
H 4.608 -6.156 3.182 0.0233 -0.0327 0.0250
H -3.740 2.712 1.167 0.0757 -0.0212 -0.0833
H 2.829 -5.771 3.096 -0.0375 0.0481 -0.0380
H 5.025 7.508 2.107 -0.0062 -0.0285 -0.0232
H 5.595 5.059 -0.703 -0.0569 -0.0034 0.0395
H 2.333 -1.695 0.392 0.0170 0.1741 -0.2273
H 4.518 -2.763 0.560 -0.0372 0.0191 -0.0140
H -0.212 3.195 -2.227 0.4821 -0.1251 0.0071
H 1.442 4.456 1.932 0.0528 0.0151 -0.0550
H 2.623 0.176 2.315 0.0326 -0.1308 -0.0852
H 0.653 -4.715 2.919 0.0725 -0.0011 -0.0363
H 3.007 6.318 2.467 0.0105 -0.0405 -0.0552
H 4.035 3.207 -1.244 -0.0441 0.0685 0.0715
H 2.955 1.907 2.291 0.1566 0.0612 -0.0326
H 5.418 7.650 0.392 -0.0090 -0.0236 0.0136
H 6.355 6.572 1.420 -0.0415 -0.0028 -0.0103
H -1.171 4.539 -2.060 0.0597 0.1124 0.0159
```
Positions in Å, forces in eV/Å.

Energy above the lowest of the compared OMol25 structures with the same formula, charge and spin   0.974 eV
Multiplicity   1
Kohn-Sham gap   7.05 eV
E_tot   -4795.7270 Ha
Molar mass   853.730 g mol⁻¹
Charge   -1


Question: Look up the E_tot of the first one.
Answer: -4129.9981 Ha


Question: Number 1 is which compound?
Answer: C23H16Cl5N5O8W